# 1
The following is a DFT calculation (ωB97M-V/def2-TZVPD) of a molecular structure, C21H26N4O6Ti.

Properties
HOMO (spin up / spin down)	-10.8 / -10.8	eV
charge	+1
HOMO-LUMO gap (spin up / spin down)	8.1027 / 8.0835	eV
energy above the lowest of the compared OMol25 structures with the same formula, charge and spin	0.0	kJ/mol
E_tot	-63556.6078	eV
LUMO (spin up / spin down)	-2.7003 / -2.7481	eV
spin multiplicity	2
<S²>	0.75

```
58
Properties=species:S:1:pos:R:3:forces:R:3:mulliken_charge:R:1
Ti -0.304 -0.227 0.340 -0.05 -0.10 -0.03 -0.096
C 2.014 -3.788 2.761 0.00 0.00 0.02 -0.731
O 1.998 -3.885 1.336 0.02 0.00 0.00 -0.480
C 2.749 -2.920 0.715 -0.02 0.01 0.00 0.600
C 3.973 -3.244 0.170 0.00 0.00 0.00 -0.385
C 4.723 -2.289 -0.518 -0.01 -0.01 0.00 -0.711
C 4.230 -1.012 -0.652 0.01 0.01 0.00 -0.967
C 2.971 -0.667 -0.138 -0.03 0.01 0.01 0.654
C 2.518 0.702 -0.270 0.04 -0.02 0.00 -0.958
N 1.293 1.049 -0.110 0.01 0.02 0.01 0.909
N 1.015 2.409 -0.044 0.01 0.01 -0.01 -1.129
C -0.096 2.560 0.606 -0.01 -0.02 0.02 0.820
O -0.768 1.523 1.079 0.00 0.02 -0.01 -0.841
C -0.634 3.912 0.852 0.00 0.00 -0.01 0.457
C -1.789 4.070 1.613 0.00 0.01 0.00 -0.303
C -2.298 5.338 1.849 0.00 -0.01 0.00 -0.734
C -1.658 6.450 1.324 0.00 0.00 0.00 -0.398
C -0.505 6.295 0.564 0.00 0.00 0.00 -0.658
C 0.008 5.032 0.328 0.00 0.01 0.00 -0.335
C 2.214 -1.626 0.570 0.03 0.02 0.00 0.944
O 1.023 -1.357 1.100 -0.06 0.01 -0.02 -0.622
H 1.359 -4.571 3.135 0.00 0.00 -0.01 0.262
H 1.652 -2.811 3.088 0.00 -0.01 0.00 0.214
H 3.025 -3.948 3.142 0.00 0.00 -0.01 0.318
H 4.333 -4.258 0.289 0.00 0.00 0.00 0.484
H 5.687 -2.551 -0.931 0.00 0.00 0.00 0.419
H 4.809 -0.254 -1.166 0.00 0.00 0.00 0.463
H 3.249 1.484 -0.468 -0.01 0.00 0.00 0.416
H -2.277 3.197 2.023 0.00 0.00 0.00 0.354
H -3.193 5.459 2.445 0.00 0.00 0.00 0.397
H -2.054 7.440 1.508 0.00 0.00 0.00 0.398
H -0.005 7.163 0.156 0.00 0.00 0.00 0.396
H 0.906 4.900 -0.259 0.00 0.00 0.00 0.451
C -5.602 0.313 -0.108 0.00 0.00 0.00 -0.845
O -4.337 0.346 -0.792 0.02 0.00 0.00 -0.329
C -3.233 -0.029 -0.191 0.01 0.02 -0.01 0.759
O -2.168 0.002 -0.798 -0.03 0.01 0.02 -0.343
N -3.307 -0.481 1.090 0.01 0.00 0.00 -0.077
N -2.090 -0.795 1.718 0.00 0.02 0.03 -0.536
H -6.329 0.651 -0.837 0.00 0.00 0.00 0.238
H -5.597 1.001 0.738 0.00 0.00 0.00 0.365
H -5.845 -0.703 0.203 0.00 0.00 0.00 0.374
H -4.135 -0.384 1.653 0.00 0.00 0.00 0.260
H -2.117 -1.747 2.070 0.00 0.00 0.00 0.335
H -1.924 -0.152 2.490 0.01 0.00 -0.01 0.312
C 1.128 -3.014 -2.643 0.00 -0.03 0.01 -0.299
C 0.646 -1.946 -3.626 0.00 0.02 -0.01 -0.649
C 0.203 -0.799 -2.721 -0.01 0.03 0.01 -0.490
O 0.022 -1.391 -1.399 0.05 -0.05 0.03 0.643
C 0.158 -2.836 -1.498 -0.01 0.01 -0.04 -0.670
H 2.145 -2.807 -2.300 0.00 0.00 0.01 -0.024
H 1.096 -4.018 -3.060 0.00 0.00 0.00 0.492
H -0.197 -2.321 -4.206 0.00 0.00 0.00 0.317
H 1.420 -1.630 -4.321 0.00 0.00 0.00 0.356
H -0.739 -0.343 -3.020 0.00 0.00 0.00 0.207
H 0.963 -0.026 -2.615 0.00 -0.01 -0.01 0.334
H -0.826 -3.251 -1.733 0.01 -0.01 0.00 0.393
H 0.497 -3.211 -0.535 0.00 0.02 0.01 0.270
```
Forces are in eV/Å.

# 2
The following is a DFT calculation (ωB97M-V/def2-TZVPD) of a molecular structure, C21H27AlN6OS2Te4.

Properties
HOMO	-5.6	eV
charge	0
HOMO-LUMO gap	4.1996	eV
energy above the lowest of the compared OMol25 structures with the same formula, charge and spin	0.0	kJ/mol
E_tot	-90647.8891	eV
LUMO	-1.3572	eV

```
62
Properties=species:S:1:pos:R:3:forces:R:3:mulliken_charge:R:1
Al -2.492 -0.094 0.242 -0.03 -0.15 0.18 0.265
C -1.678 -2.152 5.739 0.00 -0.02 -0.04 -1.003
C -1.501 -2.874 4.410 -0.03 -0.01 -0.03 -0.766
N -0.716 -2.112 3.450 0.03 0.13 0.11 -0.122
C -1.189 -1.102 2.699 -0.09 -0.16 0.09 0.376
S -2.899 -0.861 2.518 0.18 0.16 -0.07 -0.314
N -0.270 -0.328 2.127 0.04 0.03 -0.02 -1.206
N -0.874 0.522 1.263 -0.10 -0.13 -0.19 1.076
C -0.474 1.727 1.120 0.10 0.18 0.10 0.622
C 0.721 2.264 1.833 -0.04 -0.03 -0.03 -1.540
C -1.412 2.557 0.337 -0.03 -0.10 0.04 0.703
C -1.170 3.857 -0.056 -0.01 0.08 -0.03 -0.689
C -2.153 4.536 -0.768 0.09 0.01 0.04 -0.582
C -3.343 3.901 -1.059 -0.10 -0.03 -0.02 -0.854
C -3.516 2.593 -0.635 -0.02 0.03 0.06 -0.152
N -2.584 1.947 0.056 0.08 0.08 -0.16 0.366
H -2.251 -2.770 6.430 0.00 0.01 0.01 0.384
H -2.213 -1.213 5.592 0.00 0.00 0.01 0.269
H -0.711 -1.934 6.197 -0.01 0.00 0.01 0.305
H -2.466 -3.083 3.954 0.01 -0.02 0.00 0.393
H -0.995 -3.829 4.551 0.01 0.00 0.00 0.387
H 0.285 -2.091 3.579 0.00 -0.06 -0.04 0.258
H 1.519 1.523 1.808 0.01 0.01 0.01 0.218
H 0.470 2.432 2.883 0.02 0.02 0.00 0.355
H 1.076 3.198 1.403 -0.01 0.00 0.00 0.407
H -0.230 4.335 0.174 0.00 -0.01 0.01 0.364
H -1.981 5.553 -1.095 0.01 0.00 0.00 0.451
H -4.127 4.396 -1.612 -0.01 -0.02 0.00 0.436
H -4.412 2.027 -0.855 -0.01 0.01 -0.02 0.256
Te -4.591 -0.979 -0.942 -0.40 0.10 0.13 -0.329
Te -4.590 -2.476 -4.244 0.10 -0.05 -0.12 -0.357
Te -2.553 -3.761 -3.241 -0.22 0.04 0.20 -0.200
Te -2.716 -2.810 -0.401 0.07 -0.34 -0.21 -0.138
C 1.080 2.460 -4.043 0.03 -0.01 0.03 -1.054
C 2.081 2.333 -2.901 0.00 -0.01 -0.02 -0.672
C 1.552 1.495 -1.744 0.05 0.01 -0.05 -0.169
N 1.338 0.108 -2.127 -0.11 -0.05 -0.02 0.307
C 0.175 -0.542 -2.157 0.12 0.20 0.06 -0.175
S -1.340 0.250 -2.048 0.22 0.06 -0.09 -0.046
N 0.202 -1.874 -2.383 0.12 -0.04 0.17 0.495
C 1.212 -2.818 -2.111 0.00 0.10 -0.10 0.261
O 1.206 -3.878 -2.679 0.03 -0.02 -0.02 -0.534
C 2.217 -2.476 -1.061 0.06 0.00 0.13 -0.612
C 3.549 -2.820 -1.264 -0.06 -0.04 -0.05 -0.413
C 4.492 -2.531 -0.289 0.02 0.01 0.03 -0.576
C 4.100 -1.921 0.895 0.00 -0.01 -0.03 -0.653
C 2.765 -1.600 1.107 0.00 0.02 0.03 -0.490
C 1.823 -1.871 0.129 0.01 -0.02 -0.04 1.032
H 1.476 3.092 -4.837 -0.01 -0.01 -0.01 0.423
H 0.142 2.894 -3.692 0.00 0.01 -0.01 0.194
H 0.844 1.486 -4.474 -0.01 0.00 0.00 0.267
H 2.335 3.321 -2.508 0.00 0.00 0.01 0.394
H 3.018 1.899 -3.263 0.00 0.01 -0.01 0.361
H 0.593 1.884 -1.410 -0.05 0.01 0.04 -0.336
H 2.255 1.508 -0.906 -0.02 -0.02 0.01 0.335
H 2.172 -0.434 -2.305 -0.03 0.01 0.01 0.363
H -0.677 -2.290 -2.744 0.00 -0.02 -0.08 -0.315
H 3.830 -3.320 -2.182 0.00 0.00 0.00 0.462
H 5.530 -2.791 -0.449 0.00 0.00 0.00 0.404
H 4.837 -1.703 1.658 0.00 0.00 0.00 0.414
H 2.447 -1.136 2.032 -0.02 0.01 0.00 0.375
H 0.781 -1.625 0.300 0.00 0.00 0.02 0.317
```
Forces are in eV/Å.

# 3
The following is a DFT calculation (ωB97M-V/def2-TZVPD) of a molecular structure, C21H27AsF6N2O10P2SV.

Properties
HOMO (spin up / spin down)	-8.7 / -8.7	eV
charge	0
HOMO-LUMO gap (spin up / spin down)	7.1913 / 7.7866	eV
energy above the lowest of the compared OMol25 structures with the same formula, charge and spin	0.0	kJ/mol
E_tot	-177924.9905	eV
LUMO (spin up / spin down)	-1.5156 / -0.9291	eV
spin multiplicity	2
<S²>	0.76

```
71
Properties=species:S:1:pos:R:3:forces:R:3:mulliken_charge:R:1
V -0.251 -0.390 -0.203 0.38 0.12 -0.40 -0.204
N -1.414 1.613 3.409 0.25 -0.05 -0.24 -0.179
C -2.325 0.675 2.634 0.11 0.01 -0.01 0.848
C -3.650 0.589 3.378 -0.04 0.00 0.02 -1.980
P -1.404 -0.923 2.709 0.36 0.11 0.02 0.744
O -2.486 -1.971 2.173 -0.05 -0.05 -0.06 -0.366
O -1.043 -1.128 4.126 -0.02 0.03 -0.07 -0.856
O -0.274 -0.834 1.677 -0.47 -0.11 0.13 -0.185
P -2.491 1.543 1.014 0.13 0.08 0.03 0.502
O -3.596 0.704 0.216 -0.02 -0.09 0.03 -0.418
O -2.933 2.914 1.334 0.06 -0.01 0.02 -0.842
O -1.156 1.313 0.319 -0.31 -0.18 -0.06 -0.562
H -1.237 1.207 4.333 0.03 0.01 0.04 0.432
H -1.854 2.536 3.454 -0.01 0.04 0.02 0.439
H -0.494 1.719 2.939 0.00 -0.07 0.09 0.182
H -3.504 0.187 4.382 0.00 0.00 0.00 0.475
H -4.323 -0.077 2.842 0.01 0.01 0.00 0.310
H -4.116 1.574 3.439 0.00 0.00 0.00 0.485
H -2.554 -2.736 2.757 -0.01 0.01 0.04 0.312
H -4.406 1.219 0.117 -0.01 0.00 0.00 0.308
O -1.048 -2.558 -2.718 0.25 0.21 -0.11 -0.828
C -1.807 -2.326 -1.805 0.00 -0.07 0.36 0.580
O -1.515 -1.480 -0.801 -0.10 -0.16 -0.14 0.771
C -3.122 -2.991 -1.683 -0.03 0.11 0.07 -0.328
C -3.984 -2.682 -0.640 -0.10 0.01 0.01 -0.162
C -5.232 -3.303 -0.532 0.08 0.03 0.02 -1.270
C -5.547 -4.226 -1.497 -0.06 0.00 0.05 1.028
O -6.688 -4.957 -1.613 -0.01 -0.04 -0.06 -0.511
C -6.516 -5.794 -2.762 0.04 0.05 0.02 -0.251
O -5.254 -5.478 -3.348 -0.07 -0.01 0.02 -0.507
C -4.683 -4.535 -2.536 0.04 -0.03 -0.06 0.925
C -3.463 -3.939 -2.664 0.02 0.03 -0.03 -1.263
H -3.681 -1.951 0.095 -0.02 -0.02 -0.04 0.323
H -5.918 -3.072 0.270 0.00 0.00 0.00 0.458
H -7.312 -5.590 -3.478 -0.01 0.01 -0.01 0.251
H -6.523 -6.840 -2.450 0.01 -0.02 0.02 0.258
H -2.784 -4.167 -3.472 -0.01 0.00 0.00 0.519
S -0.077 0.749 -2.305 0.18 -0.04 0.07 -0.596
C 1.406 0.053 -2.890 -0.04 -0.09 0.06 0.704
N 1.374 -1.208 -3.363 -0.02 0.05 0.03 0.216
C 2.456 -1.869 -3.799 -0.07 0.03 0.00 -0.316
C 3.676 -1.252 -3.804 0.04 0.02 -0.02 -0.632
C 3.760 0.057 -3.322 0.02 0.00 0.00 -0.197
C 2.635 0.710 -2.873 -0.03 0.07 -0.02 -0.610
H 0.485 -1.709 -3.212 -0.04 -0.08 -0.11 0.302
H 2.296 -2.889 -4.116 -0.02 0.00 0.01 0.461
H 4.548 -1.784 -4.155 0.00 0.00 0.00 0.421
H 4.718 0.558 -3.282 0.00 -0.01 0.00 0.422
H 2.681 1.707 -2.462 0.00 -0.01 0.01 0.395
C 3.039 -4.146 1.208 0.00 0.01 -0.01 -1.713
C 3.233 -3.427 -0.136 -0.06 0.00 0.06 1.855
C 4.498 -2.559 -0.079 0.03 0.00 0.02 -1.387
C 3.349 -4.458 -1.264 0.00 0.00 -0.01 -1.522
C 2.079 -2.544 -0.365 0.09 0.09 -0.11 0.240
C 1.177 -1.745 -0.508 -0.16 -0.08 0.15 -0.039
H 3.901 -4.783 1.416 0.00 0.00 0.00 0.418
H 2.143 -4.768 1.187 0.00 0.00 0.00 0.348
H 2.934 -3.420 2.015 0.00 -0.01 -0.01 0.350
H 5.368 -3.188 0.126 0.00 0.00 -0.01 0.443
H 4.412 -1.805 0.704 0.00 -0.01 -0.02 0.238
H 4.654 -2.044 -1.028 0.00 -0.01 0.01 0.203
H 4.182 -5.135 -1.063 0.00 0.01 0.00 0.442
H 3.534 -3.966 -2.220 0.01 -0.02 0.02 0.210
H 2.435 -5.048 -1.349 0.00 0.00 0.00 0.336
F 1.486 0.738 0.218 -0.22 0.02 0.27 -0.198
As 2.584 1.640 1.358 0.06 0.08 0.08 2.265
F 1.405 1.485 2.650 -0.40 -0.05 -0.11 -0.563
F 1.780 3.063 0.841 -0.10 0.14 -0.06 -0.490
F 3.614 2.516 2.401 0.16 0.01 0.04 -0.490
F 3.684 1.743 0.035 0.07 0.00 -0.06 -0.496
F 3.233 0.124 1.823 0.05 -0.08 -0.01 -0.456
```
Forces are in eV/Å.

# 4
The following is a DFT calculation (ωB97M-V/def2-TZVPD) of a molecular structure, C21H27AuN3O2Si.

Properties
HOMO (spin up / spin down)	-11.5 / -11.5	eV
charge	+1
HOMO-LUMO gap (spin up / spin down)	6.1306 / 6.1298	eV
energy above the lowest of the compared OMol25 structures with the same formula, charge and spin	205.6	kJ/mol
E_tot	-42343.4608	eV
LUMO (spin up / spin down)	-5.3877 / -5.3884	eV

```
55
Properties=species:S:1:pos:R:3:forces:R:3:mulliken_charge:R:1
Au -0.439 0.163 1.673 -1.13 0.95 1.49 0.997
N -0.663 2.133 3.023 -0.04 -0.45 -0.74 -0.532
C -1.402 1.896 4.260 -0.09 0.26 0.78 -0.533
C -0.820 0.718 5.019 -0.50 -1.12 -0.62 -0.699
C -1.434 -0.663 4.563 1.52 2.56 3.23 0.592
O -1.817 -1.375 5.461 -0.45 -0.72 -1.01 -0.603
O -1.455 -0.890 3.310 0.46 -0.94 -3.70 -0.615
H 0.281 2.445 3.226 -0.04 0.11 -0.02 0.250
H -1.118 2.823 2.437 0.09 0.15 0.10 0.289
H -2.449 1.717 4.009 0.06 -0.01 -0.02 0.367
H -1.371 2.776 4.915 -0.04 0.00 -0.21 0.370
H -1.015 0.793 6.085 0.09 0.05 -0.03 0.285
H 0.256 0.631 4.848 0.12 0.24 0.15 0.306
C -0.829 -1.777 -3.981 0.02 0.03 0.03 -0.465
C -1.778 -1.465 -3.017 -0.10 -0.04 0.00 -0.701
C -1.428 -1.454 -1.678 -0.02 0.05 0.02 -0.070
C -0.125 -1.751 -1.280 0.10 0.61 0.63 0.487
C 0.824 -2.047 -2.258 0.09 0.08 0.16 -0.503
C 0.473 -2.062 -3.599 0.03 -0.10 -0.11 -0.605
Si 0.369 -1.810 0.544 -0.83 -1.81 -0.74 0.212
C -0.359 -3.360 1.342 0.34 1.21 -0.10 0.524
C -1.714 -3.470 1.640 -0.16 -0.13 0.08 -0.009
C -2.204 -4.630 2.217 -0.12 0.06 -0.16 -0.667
C -1.348 -5.686 2.488 0.03 -0.02 0.02 -0.467
C 0.005 -5.577 2.202 0.10 -0.08 -0.11 -0.550
C 0.501 -4.417 1.629 0.05 0.00 0.16 -0.435
H -1.106 -1.806 -5.025 0.00 0.02 -0.03 0.432
H -2.795 -1.245 -3.311 -0.05 0.01 -0.01 0.421
H -2.176 -1.213 -0.932 -0.09 0.01 0.00 0.281
H 1.840 -2.279 -1.967 0.10 -0.01 -0.03 0.371
H 1.214 -2.311 -4.345 0.03 -0.01 -0.03 0.430
H 1.844 -1.920 0.591 0.05 0.47 0.23 -0.138
H -2.388 -2.650 1.438 -0.05 0.03 0.04 0.209
H -3.257 -4.710 2.447 -0.03 -0.01 0.03 0.388
H -1.734 -6.599 2.921 0.00 0.01 0.06 0.401
H 0.678 -6.392 2.423 0.00 -0.06 0.00 0.394
H 1.557 -4.336 1.410 0.09 -0.01 0.04 0.320
N -0.376 1.631 0.064 0.34 -1.56 0.45 -0.546
C 0.137 2.154 -0.837 0.04 -0.04 0.17 0.570
N 0.679 2.799 -1.806 -0.21 0.13 0.04 0.067
C 0.588 4.262 -1.852 0.25 0.63 0.18 -0.774
C 1.967 4.841 -2.141 -0.12 -0.05 -0.20 -0.579
C 2.510 4.249 -3.440 0.15 -0.08 0.19 -0.652
C 2.597 2.728 -3.318 -0.18 0.12 -0.02 -0.682
C 1.226 2.140 -2.993 0.32 -0.40 -0.45 -0.262
H 0.198 4.618 -0.898 -0.04 -0.05 -0.06 0.435
H -0.112 4.547 -2.644 -0.03 -0.09 0.06 0.323
H 2.644 4.601 -1.317 -0.01 0.05 0.04 0.299
H 1.889 5.926 -2.208 -0.01 0.01 0.02 0.349
H 3.494 4.662 -3.656 0.01 0.02 -0.05 0.325
H 1.853 4.518 -4.271 -0.01 0.03 -0.05 0.309
H 3.304 2.465 -2.528 0.02 -0.05 0.00 0.323
H 2.953 2.286 -4.248 0.00 -0.05 0.01 0.337
H 1.286 1.067 -2.803 -0.09 0.04 0.00 0.157
H 0.544 2.309 -3.833 -0.04 -0.04 0.10 0.262
```
Forces are in eV/Å.